42
Properties=species:S:1:pos:R:3:nbo_charge:R:1 method="wB97M-V/def2-TZVPD" e_tot_ha=-1219.53683 smiles=CN(Cc1ccc2nonc2c1)Cc1nc(Cc2cccc(F)c2)no1 charge=0 gap_ev=8.609 lumo_ev=-0.2 homo_energy_ev=-8.8 relative_energy_ev=0.0000
C -3.3263 0.7403 -0.7098 0.390
H 2.7712 -3.8239 -1.9363 0.206
N 0.9824 3.2375 -0.4567 -0.079
H -1.0443 1.7394 3.0791 0.243
C 2.6314 -3.8687 -0.8580 -0.405
C 1.0186 1.9556 -0.7669 0.053
H -3.4280 4.0514 -0.1833 0.221
C 1.6978 -0.3060 -0.9608 -0.015
C -2.4519 2.6249 1.0736 -0.230
C -0.1710 0.0602 2.1866 0.326
C 0.5363 -0.5759 -1.7453 -0.190
H -2.0231 0.2547 3.1424 0.240
N 1.9504 -2.6693 -0.4190 -0.425
H 2.5451 -2.9615 1.6020 0.193
N 1.0364 0.4178 2.5198 -0.146
H -1.2372 0.1730 -2.6818 0.234
H 2.8134 1.1682 0.1363 0.235
H 3.6117 -4.0065 -0.3773 0.168
C 1.6402 -2.7558 1.0007 -0.284
C -2.1447 1.2882 1.2879 -0.007
N -0.7888 2.8181 -1.7384 -0.089
O 1.8389 -0.5968 2.1042 -0.284
C -1.3711 0.8677 2.5122 -0.461
H 3.1799 -1.6128 -1.7089 0.219
H 0.4005 -1.5942 -2.0746 0.232
C 1.9469 0.9409 -0.4640 -0.208
C -3.2014 3.0088 -0.0258 -0.169
H -2.0996 3.3726 1.7685 0.216
H -2.3425 -0.7093 0.5186 0.245
C -2.5851 0.3326 0.3820 -0.261
C 1.0431 -1.5037 1.5256 0.532
F -3.7454 -0.1938 -1.5934 -0.333
C 2.6630 -1.4464 -0.7585 -0.250
H 0.9191 -3.5652 1.1402 0.236
H 3.4225 -1.1779 -0.0069 0.190
C -3.6515 2.0651 -0.9315 -0.280
H 2.0079 -4.7312 -0.6271 0.205
H -4.2298 2.3426 -1.7972 0.231
C -0.3717 0.3795 -2.0754 -0.207
N -0.2042 -1.1525 1.5585 -0.498
C -0.1347 1.6822 -1.5919 0.111
O -0.1044 3.7300 -1.0494 -0.103


79
Properties=species:S:1:pos:R:3:lowdin_charge:R:1 method="wB97M-V/def2-TZVPD" e_tot_ha=-2602.62811 charge=+1 gap_ev=5.319 lumo_ev=-5.2 homo_energy_ev=-10.5
C 1.9660 -1.2759 2.6389 -0.144
C -2.4311 -0.7480 -0.7113 -0.145
H 6.5788 1.9535 -1.0179 0.093
H 3.6371 -2.7424 -2.6670 0.100
C 2.2000 1.5261 -0.1956 -0.485
C 4.2572 -3.1381 -1.8757 -0.102
H 1.1587 5.0172 -1.4981 0.119
H 1.3463 -2.3374 4.3933 0.111
H 0.9441 4.4865 0.8922 0.114
H -0.5950 -2.4898 1.5194 0.109
H 3.5648 -5.1492 -2.1082 0.106
N -0.7637 0.3833 2.2021 -0.096
H -3.2616 -1.4589 -0.6064 0.136
C 3.3691 0.6424 2.9930 -0.087
H 8.9661 2.5125 -0.9901 0.105
C -1.8096 2.4101 1.1393 -0.177
C 5.0211 -4.9843 -0.5491 -0.077
N -1.2355 -1.2486 -0.0264 -0.088
H 5.0022 -6.0367 -0.3088 0.106
C 1.4373 4.0372 -1.1402 -0.029
C 7.3078 1.1928 -1.2617 -0.109
F -0.3078 1.1469 -2.3010 0.043
H -3.3747 0.5012 0.7895 0.109
H 6.5889 -2.1347 0.3711 0.109
Pd 0.2901 0.3926 0.0020 0.930
H 0.0569 0.3009 2.7961 0.086
H -1.6216 2.0655 -0.8681 0.123
H 2.8052 1.1414 -2.2306 0.084
H -3.6147 1.0358 -0.8793 0.141
C 2.6924 -0.2043 2.1196 -0.398
H 4.7806 1.2200 0.1100 0.047
B 0.1474 0.0251 -3.0724 -1.319
H 7.5315 -2.0330 -2.2672 0.106
H 9.9206 -1.4580 -2.2498 0.108
C -1.6140 -0.8001 2.4032 -0.175
C 1.2912 3.7295 0.2021 -0.080
H -2.3395 1.5072 3.0496 0.116
H -2.8037 2.8620 1.2545 0.128
C 5.1057 -2.2856 -1.1805 -0.425
C 4.2170 -4.4861 -1.5601 -0.078
H -2.6561 -0.4825 2.4534 0.106
F 1.0867 0.3998 -3.9519 0.206
H 3.8129 1.0827 5.0361 0.112
H 1.5903 2.2591 1.7495 0.100
C 5.8626 -4.1338 0.1522 -0.075
H -0.7777 2.3161 3.0292 0.119
C 1.9007 -1.4969 4.0032 -0.076
F 0.7330 -0.8153 -2.0447 -0.006
C -1.4534 -1.8525 1.2866 -0.161
C -1.4353 1.6637 2.4524 -0.168
H 1.4834 -1.9506 1.9385 0.083
P 2.7626 -0.1568 0.2871 1.050
H -1.3837 -1.2804 3.3608 0.126
H 2.5151 -0.8008 5.9296 0.112
C 9.1894 -0.7169 -1.9635 -0.072
C 7.8456 -1.0418 -1.9726 -0.100
C 6.8963 -0.0992 -1.5831 -0.396
C 8.6525 1.5132 -1.2547 -0.082
H 2.0758 3.3380 -3.0672 0.129
H 5.1324 -0.3842 0.8280 0.054
P 5.1158 -0.5097 -1.6252 1.028
C 4.5901 0.1471 0.0432 -0.476
C 1.9700 3.0995 -2.0200 -0.028
H -2.3550 -2.4831 1.2865 0.133
C 9.5956 0.5571 -1.5986 -0.079
C 3.2916 0.4260 4.3587 -0.060
C 2.5627 -0.6387 4.8653 -0.062
F -0.9235 -0.6185 -3.5917 0.180
C 2.3690 1.8651 -1.5512 -0.094
H -1.0990 3.2204 0.9638 0.090
H 10.6448 0.8091 -1.5978 0.105
H 3.9577 1.4633 2.6093 0.114
H -0.7974 -1.9360 -0.6405 0.136
H -2.1918 -0.6578 -1.7726 0.111
N -1.7496 1.5279 -0.0132 -0.104
H 6.4911 -4.5205 0.9410 0.107
C 1.6276 2.4642 0.6816 -0.117
C 5.9097 -2.7888 -0.1602 -0.112
C -2.8847 0.6189 -0.1765 -0.149